The following is a DFT calculation (ωB97M-V/def2-TZVPD) of a 4-piece molecular cluster, C25H29F3INO3PS overall in a non-equilibrium geometry.

Each line ends with the Löwdin charge.
Element x y z (Å)
C: 3.1208 -3.0385 2.1302  0.0333
C: 1.8123 -2.6880 2.1778  -0.0837
C: 1.3112 -1.2735 2.3957  -0.4171
C: -0.1906 -1.3185 1.9876  -0.1977
S: -1.0198 0.2469 1.9133  0.6825
O: -0.8304 1.0109 3.1188  -0.3243
O: -2.3986 -0.0270 1.6295  -0.3295
C: 1.4152 -0.8045 3.8914  -0.0713
C: 2.3036 0.4625 3.8618  -0.1522
N: 3.1621 0.1243 2.6788  -0.2827
P: 4.6427 1.1509 2.3131  0.5239
O: 4.7235 0.8806 0.7232  -0.3514
I: 3.8732 3.4224 2.5621  0.5480
C: 2.1619 -0.2277 1.6378  -0.1119
H: 3.4842 -3.8399 2.7657  0.0755
H: 3.8573 -2.5697 1.4782  0.0678
H: 1.0586 -3.4563 2.0108  0.1265
H: -0.7287 -1.8980 2.7367  0.1322
H: -0.2967 -1.8153 1.0245  0.1149
H: -0.5611 0.9595 0.8514  0.0851
H: 2.0096 -1.5438 4.4360  0.1265
H: 0.4755 -0.6918 4.4157  0.1232
H: 1.6272 1.2840 3.6356  0.0955
H: 2.9193 0.6340 4.7373  0.1334
H: 3.5934 -0.7547 2.9918  0.1106
H: 5.4736 0.2975 0.5492  0.0669
H: 2.5636 -0.5996 0.7056  0.1094
H: 1.5776 0.6705 1.4546  0.1150
F: 0.8196 -0.3911 -0.8873  0.0116
C: 1.4427 -0.1677 -2.0861  -0.2695
C: 2.5892 -0.8747 -2.3750  -0.0311
C: 3.2186 -0.6503 -3.5916  -0.0708
C: 2.6976 0.2754 -4.4838  -0.0695
C: 1.5428 0.9767 -4.1652  -0.0629
C: 0.9016 0.7524 -2.9558  -0.0024
H: 2.9804 -1.5911 -1.6623  0.1086
H: 4.1148 -1.2010 -3.8424  0.1094
H: 3.1903 0.4496 -5.4302  0.1123
H: 1.1393 1.6977 -4.8587  0.0925
H: -0.0050 1.2812 -2.6919  0.1226
F: 0.3118 0.8127 -6.9230  0.0390
C: -0.6473 1.6780 -7.3273  -0.2878
C: -1.8646 1.1793 -7.7421  -0.0157
C: -2.8457 2.0707 -8.1502  -0.0763
C: -2.5951 3.4363 -8.1463  -0.0901
C: -1.3614 3.9141 -7.7287  -0.0802
C: -0.3764 3.0308 -7.3100  -0.0268
H: -2.0362 0.1113 -7.7445  0.1188
H: -3.8079 1.6974 -8.4728  0.1079
H: -3.3618 4.1270 -8.4695  0.1043
H: -1.1628 4.9772 -7.7296  0.1067
H: 0.5907 3.3837 -6.9755  0.1136
F: -6.3928 -3.3948 5.5627  0.0611
C: -5.5545 -2.3445 5.4874  -0.2889
C: -5.1281 -1.9158 4.2461  -0.0123
C: -4.2671 -0.8298 4.1694  -0.0819
C: -3.8395 -0.2001 5.3319  -0.0973
C: -4.2782 -0.6502 6.5702  -0.0852
C: -5.1470 -1.7284 6.6536  -0.0175
H: -5.4689 -2.4281 3.3561  0.1183
H: -3.9237 -0.4734 3.2073  0.0730
H: -3.1640 0.6438 5.2688  0.0960
H: -3.9441 -0.1610 7.4755  0.1038
H: -5.5076 -2.0904 7.6070  0.1186

Computed properties:
Orbital gap   7.12 eV
Net charge   +1
E_HOMO   -10.65 eV
Energy relative to the best compared isomer or geometry (same formula, charge and spin)   0.0 kcal per mole
Calculated total energy   -70396.250 eV

=====

The following is a DFT calculation (ωB97M-V/def2-TZVPD) of one molecule with the formula C3H5N3O.

Each line ends with the Löwdin charge.
Element x y z (Å)
O: 0.3310 -2.4000 0.4801  -0.0588
C: 0.3616 -1.1671 1.1708  -0.2105
C: 0.1422 0.0077 0.2627  -0.3636
N: -0.9673 0.7975 0.3015  0.1217
C: -0.7515 1.6534 -0.6724  -0.1750
N: 0.4253 1.3858 -1.2655  0.0001
N: 1.0173 0.3324 -0.6724  0.0974
H: 1.0110 -2.3574 -0.2045  0.0827
H: 1.3105 -1.0396 1.7125  0.1181
H: -0.4505 -1.1901 1.8998  0.1186
H: -1.4047 2.4607 -0.9763  0.1195
H: 0.8816 1.8579 -2.0308  0.1498

Computed properties:
Orbital gap   10.96 eV
SMILES   OCc1nc[nH]n1
Net charge   0
E_HOMO   -10.11 eV
Energy relative to the best compared isomer or geometry (same formula, charge and spin)   26.5 kcal per mole
Calculated total energy   -9709.437 eV

=====

The following is a DFT calculation (ωB97M-V/def2-TZVPD) of C36H39MnN3O2P3S3 as an isolated structure.

Each line ends with the Löwdin charge.
Element x y z (Å)
Mn: 0.3119 0.2729 0.2958  0.1553
C: 0.1621 -1.8379 -2.9218  -0.1996
N: -0.9906 -0.9620 -2.6219  -0.4953
P: -1.9436 -1.8096 -1.3878  1.0409
C: -2.6266 -3.1601 -2.4097  -0.3885
C: -2.9590 -4.3314 -1.7357  -0.0982
C: -3.5212 -5.4009 -2.4183  -0.0826
C: -3.7352 -5.3133 -3.7859  -0.0870
C: -3.3905 -4.1534 -4.4685  -0.0800
C: -2.8437 -3.0809 -3.7835  -0.1211
C: -3.4443 -0.7866 -1.1985  -0.3648
C: -3.5055 0.0375 -0.0776  -0.1116
C: -4.5920 0.8734 0.1275  -0.0706
C: -5.6504 0.8605 -0.7671  -0.0790
C: -5.6195 0.0105 -1.8639  -0.0803
C: -4.5210 -0.8047 -2.0805  -0.0884
P: -0.3899 0.5345 -1.9576  0.9138
C: -1.7258 1.7359 -2.2949  -0.3428
C: -1.7512 2.8906 -1.5220  -0.0980
C: -2.7016 3.8722 -1.7590  -0.0788
C: -3.6449 3.6945 -2.7595  -0.0872
C: -3.6285 2.5391 -3.5290  -0.0814
C: -2.6653 1.5687 -3.3070  -0.0991
C: 0.7858 1.1147 -3.2282  -0.3402
C: 0.5636 0.9686 -4.5961  -0.0979
C: 1.4653 1.4910 -5.5066  -0.0784
C: 2.5821 2.1874 -5.0593  -0.0833
C: 2.7964 2.3550 -3.7008  -0.0739
C: 1.9038 1.8125 -2.7847  -0.0969
H: -0.1947 -2.7964 -3.2955  0.0703
H: 0.7831 -2.0238 -2.0327  0.0558
H: 0.7885 -1.3817 -3.6857  0.0669
H: -2.7688 -4.4078 -0.6705  0.0973
H: -3.7808 -6.3052 -1.8837  0.1023
H: -4.1629 -6.1500 -4.3221  0.1011
H: -3.5512 -4.0857 -5.5368  0.1032
H: -2.5742 -2.1736 -4.3119  0.1024
H: -2.6793 0.0427 0.6287  0.0661
H: -4.6095 1.5299 0.9870  0.1054
H: -6.5040 1.5061 -0.6064  0.1038
H: -6.4505 -0.0130 -2.5563  0.1044
H: -4.5054 -1.4541 -2.9467  0.0946
H: -1.0274 3.0221 -0.7245  0.0563
H: -2.7087 4.7705 -1.1559  0.1033
H: -4.3957 4.4534 -2.9385  0.1007
H: -4.3721 2.3926 -4.3022  0.1048
H: -2.6577 0.6625 -3.8985  0.0936
H: -0.3149 0.4386 -4.9442  0.1040
H: 1.2949 1.3644 -6.5677  0.1028
H: 3.2805 2.6033 -5.7738  0.1020
H: 3.6587 2.9052 -3.3473  0.1081
H: 2.0694 1.9512 -1.7223  0.0541
C: 3.1262 3.8067 4.3026  -0.0853
C: 4.1754 2.9895 3.5837  -0.3089
O: 3.7940 2.7470 2.2217  -0.3334
P: 2.8195 1.5644 1.7889  -0.1363
S: 1.1958 2.4611 0.9665  0.3212
S: 2.4785 0.2296 3.1593  0.3004
O: 3.7123 0.9817 0.5775  -0.3284
C: 3.3332 -0.2428 -0.0365  -0.3525
C: 4.3639 -0.5914 -1.0854  -0.0565
H: 3.4739 4.0569 5.3058  0.0769
H: 2.1987 3.2411 4.3920  0.0596
H: 2.9239 4.7308 3.7624  0.0792
H: 4.3463 2.0332 4.0825  0.0745
H: 5.1222 3.5263 3.5145  0.1175
H: 2.3400 -0.1268 -0.5394  0.0515
H: 3.2524 -1.0196 0.7300  0.0856
H: 4.3820 0.1545 -1.8778  0.0688
H: 4.1246 -1.5593 -1.5273  0.0792
H: 5.3554 -0.6495 -0.6360  0.0837
N: -1.2909 1.0710 2.9888  0.1154
C: -1.1194 -0.2643 2.9108  -0.7194
N: -0.5017 -0.8571 1.9262  -0.0176
C: -0.4499 -2.2329 2.1250  -0.3219
C: 0.2063 -3.1447 1.3054  -0.0412
C: 0.1633 -4.4865 1.6316  -0.0809
C: -0.5251 -4.9307 2.7622  -0.0916
C: -1.1681 -4.0319 3.5949  -0.0897
C: -1.1130 -2.6850 3.2680  -0.4607
S: -1.7723 -1.3225 4.1363  1.0970
H: -0.6078 1.6374 2.4762  0.0052
H: -1.5810 1.4474 3.8758  0.0984
H: 0.7296 -2.7983 0.4247  0.0882
H: 0.6709 -5.2030 0.9998  0.1041
H: -0.5470 -5.9854 2.9981  0.1016
H: -1.6906 -4.3695 4.4795  0.1078

Computed properties:
Orbital gap (spin up / spin down)   7.81 / 6.02 eV
Net charge   0
E_HOMO (spin up / spin down)   -7.32 / -5.54 eV
Energy relative to the best compared isomer or geometry (same formula, charge and spin)   30.7 kcal per mole
<S²>   6.087
Calculated total energy   -138226.982 eV
Spin multiplicity   5

=====

The following is a DFT calculation (ωB97M-V/def2-TZVPD) of a 2-piece molecular cluster, C4H12 overall in a non-equilibrium geometry.

Each line ends with the Löwdin charge.
Element x y z (Å)
C: 0.3092 -1.9275 0.3885  0.0316
C: -0.4755 -1.5567 -0.8943  0.0063
H: 0.7438 -0.9478 0.6675  0.1166
H: -0.4037 -2.4211 1.0361  0.1138
H: 1.1037 -2.6720 0.2456  0.1305
H: -1.4434 -1.0630 -0.8033  0.1104
H: -0.6977 -2.6304 -1.1988  0.1922
H: 0.1410 -1.0062 -1.5935  0.1059
C: 0.6434 1.7988 0.7935  -0.1287
C: -0.4263 1.7362 -0.2754  -0.1336
H: 1.4425 1.0823 0.6399  0.0563
H: 0.9933 2.7991 1.0357  0.0937
H: 0.1170 1.5324 1.7456  0.1001
H: -0.0615 2.1148 -1.2493  0.0977
H: -1.2393 2.4545 -0.1629  0.0881
H: -0.7464 0.7067 -0.3748  0.0190

Computed properties:
Orbital gap (spin up / spin down)   12.52 / 4.24 eV
Net charge   +1
E_HOMO (spin up / spin down)   -15.73 / -15.44 eV
Energy relative to the best compared isomer or geometry (same formula, charge and spin)   12.8 kcal per mole
<S²>   0.753
Calculated total energy   -4330.677 eV
Spin multiplicity   2